{
  "formula": "C6H12O",
  "method": "ωB97M-V with the def2-TZVPD basis set",
  "spin_multiplicity": 1,
  "orbital_gap_ev": 8.73,
  "mol_weight_g_mol": 100.16,
  "relative_energy_kcal_mol": 117.3,
  "e_tot_ev": -8459.2652,
  "e_homo_ha": -0.33233,
  "symbols": ["C", "C", "O", "C", "C", "C", "C", "H", "H", "H", "H", "H", "H", "H", "H", "H", "H", "H", "H"],
  "coordinates": [[0.462, -0.951, -2.102], [-0.814, -0.190, -1.793], [-1.852, -1.000, -1.198], [-1.906, -0.012, -0.159], [-0.827, 0.862, -0.721], [0.794, 1.074, 2.293], [1.288, -0.006, 1.334], [0.270, -1.699, -2.876], [1.244, -0.270, -2.450], [0.815, -1.468, -1.206], [-1.181, 0.320, -2.703], [-1.638, -0.420, 0.830], [-2.886, 0.475, -0.066], [-0.186, 1.454, 1.983], [1.479, 1.928, 2.293], [0.718, 0.710, 3.322], [2.373, -0.132, 1.379], [1.033, 0.304, 0.313], [0.814, -0.977, 1.530]],
  "forces_ev_per_angstrom": [[0.07, -0.09, -0.02], [0.23, 0.12, -0.11], [0.02, -0.16, -0.06], [-0.07, 0.15, 0.19], [-0.21, -0.22, -0.07], [0.06, 0.09, 0.11], [-0.15, 0.04, 0.00], [-0.01, 0.10, 0.08], [-0.15, -0.05, 0.05], [-0.05, 0.08, -0.11], [-0.04, -0.04, 0.07], [-0.01, 0.10, -0.13], [0.10, 0.02, -0.01], [0.14, -0.10, 0.10], [-0.13, -0.09, 0.00], [0.03, 0.05, -0.13], [-0.14, -0.06, 0.05], [0.19, -0.11, 0.07], [0.11, 0.17, -0.07]]
}